Entry from the Open Molecules 2025 dataset: a molecular structure, C28H31ClF2IrN6O7S in a non-equilibrium geometry (wB97M-V/def2-TZVPD).

CARTESIAN COORDINATES (ANGSTROEM)
1 Ir 0.1421 0.0215 -0.0746
2 O -3.1538 2.2252 4.4674
3 C -2.1570 1.5252 4.9653
4 O -1.9992 1.3763 6.1420
5 C -1.1717 0.8869 3.9935
6 C -0.0537 0.1873 4.4045
7 Cl 0.3746 -0.0851 6.0112
8 N 0.6406 -0.2570 3.3105
9 N -0.0305 0.1440 2.1777
10 C -1.1009 0.8331 2.5983
11 C -2.0117 1.4387 1.5774
12 O -2.9694 2.1223 1.8861
13 O -1.6819 1.1972 0.3577
14 C 1.8858 -1.0274 3.2690
15 C 2.3401 -1.5145 2.0529
16 C 3.5038 -2.2644 1.9647
17 C 4.2458 -2.5466 3.0987
18 C 3.8000 -2.0610 4.3138
19 C 2.6383 -1.3065 4.4093
20 H -3.1643 2.2449 3.4803
21 H 1.7686 -1.3567 1.1663
22 H 3.8200 -2.6378 0.9977
23 H 5.1508 -3.1358 3.0378
24 H 4.3598 -2.2674 5.2159
25 H 2.3559 -0.9485 5.3756
26 N 2.5653 0.4418 -0.2437
27 C 2.8316 1.8339 -0.6270
28 C 1.8868 2.6942 0.1686
29 N 0.5139 2.2547 -0.1382
30 H 2.9059 0.2876 0.7024
31 H 3.0883 -0.1982 -0.8323
32 H 2.6307 1.9564 -1.6948
33 H 3.8663 2.1259 -0.4453
34 H 2.0352 3.7485 -0.0661
35 H 2.0550 2.5575 1.2382
36 H 0.2592 2.5232 -1.0859
37 H -0.1613 2.6942 0.4774
38 O 5.7738 -0.1035 -3.9952
39 C 4.8671 -0.4771 -5.0066
40 N 3.5699 -0.2164 -4.4113
41 C 2.4143 -0.6508 -4.9575
42 O 2.3421 -1.3092 -5.9704
43 C 1.1666 -0.2719 -4.1952
44 C 0.0055 0.0417 -4.8865
45 C -1.1163 0.4093 -4.1681
46 C -1.0568 0.4449 -2.7882
47 N 0.0448 0.0815 -2.1106
48 C 1.1364 -0.2744 -2.8167
49 H 6.6686 -0.0994 -4.3503
50 H 4.9319 -1.5349 -5.2665
51 H 5.0008 0.1108 -5.9180
52 H 3.5785 0.4578 -3.6647
53 H 0.0015 0.0007 -5.9687
54 H -2.0383 0.6756 -4.6649
55 H -1.8944 0.7906 -2.2105
56 H 1.9837 -0.6150 -2.2529
57 F -1.9174 -1.8658 -1.3140
58 C -2.1835 -0.9701 -0.3971
59 F -3.0963 -0.1796 -0.8292
60 H -2.2981 -1.3563 0.6121
61 C 1.3768 -4.4842 0.0772
62 S -0.0261 -3.4694 -0.3864
63 O 0.5729 -2.0383 -0.2714
64 C -1.0941 -3.6646 1.0151
65 C -2.3986 -4.0845 0.7794
66 C -3.3081 -4.0803 1.8289
67 C -2.9091 -3.6573 3.0902
68 C -1.5875 -3.2835 3.3244
69 C -0.6720 -3.2836 2.2854
70 H 1.3516 -4.7335 1.1339
71 H 2.2762 -3.9283 -0.1781
72 H 1.3203 -5.3911 -0.5245
73 H -2.7004 -4.4146 -0.2081
74 H -4.3301 -4.3913 1.6594
75 H -3.6292 -3.6225 3.8973
76 H -1.2723 -2.9962 4.3200
77 H 0.3541 -2.9874 2.4589

Computed properties:
spin multiplicity	2
net charge	+2
HOMO-LUMO gap (alpha / beta)	7.0 / 7.7	eV
HOMO energy (alpha / beta)	-14.06 / -14.59	eV
energy above the lowest of the compared OMol25 structures with the same formula, charge and spin	248.4	kJ/mol
max |F|	1.85	eV Å⁻¹